# 1
Entry from OMol25: a cluster of 5 separate species, C21H55NO18P4 in total (ωB97M-V with the def2-TZVPD basis set).

The geometry in XYZ format:
```
99
C21H55NO18P4 ωB97M-V with the def2-TZVPD basis set
C 4.00685 -2.56838 -5.03915
C 3.39051 -3.87396 -5.57522
C 1.89303 -3.67544 -5.74674
N 1.22785 -4.73805 -6.53204
C -0.11441 -4.96324 -6.07197
O -0.97315 -3.81063 -6.26025
C -1.46207 -3.25956 -5.10774
O -2.21122 -3.86452 -4.38275
C -1.01900 -1.84243 -4.83813
C -1.05265 -1.50088 -3.34368
C -1.87293 -0.88483 -5.71295
C -0.98458 -0.18165 -6.74295
H 4.80448 -2.73715 -4.32561
H 3.23279 -2.03771 -4.47905
H 4.29342 -1.90171 -5.84941
H 3.55521 -4.63798 -4.81808
H 3.87621 -4.16412 -6.50349
H 1.72941 -2.69657 -6.20698
H 1.44986 -3.62038 -4.75035
H 1.08579 -4.32694 -7.44966
H -0.52626 -5.78543 -6.65052
H -0.09526 -5.25610 -5.02548
H 0.00866 -1.72842 -5.17049
H -0.18405 -0.87617 -3.14014
H -1.94462 -0.94499 -3.07470
H -0.94714 -2.39261 -2.73614
H -2.65675 -1.40592 -6.26139
H -2.34011 -0.13802 -5.07390
H -0.62538 -0.93166 -7.44937
H -1.51892 0.57492 -7.31120
H -0.09353 0.21971 -6.26538
C 1.69633 -2.39522 -1.22159
O 2.15875 -1.04214 -1.12521
P 3.73434 -0.88666 -0.92866
O 4.46917 -1.82176 -1.77906
O 3.81713 -1.28832 0.64045
C 2.76288 -0.97770 1.57016
O 4.56450 0.46271 -0.85480
C 4.39327 1.40342 0.21862
H 0.62600 -2.37880 -1.03463
H 1.88001 -2.78245 -2.22225
H 2.17952 -3.03321 -0.48294
H 2.23906 -1.89294 1.83974
H 2.04648 -0.27060 1.15502
H 3.20352 -0.55480 2.46945
H 4.94790 1.06222 1.09001
H 3.34624 1.54360 0.47888
H 4.79970 2.35281 -0.11971
C -7.33351 4.41481 -2.80952
O -7.09590 3.11708 -3.37965
P -5.56073 2.75181 -3.59208
O -4.74227 3.18375 -2.46361
O -5.29167 3.66708 -4.92075
C -6.30075 3.90341 -5.90374
O -4.97125 1.39199 -4.14595
C -5.22161 0.93039 -5.48352
H -8.37479 4.65084 -3.01603
H -7.16894 4.38803 -1.73589
H -6.69035 5.16583 -3.26563
H -6.64497 4.93560 -5.82829
H -7.15844 3.24275 -5.79093
H -5.85946 3.74778 -6.88755
H -4.55752 1.44388 -6.17643
H -6.25763 1.07992 -5.78100
H -5.00412 -0.13379 -5.50864
C 0.20525 -2.58575 6.43003
O 0.79025 -1.33999 6.82379
P 2.26915 -1.07517 6.22854
O 2.24648 -1.53750 4.83404
O 2.99645 -2.13018 7.26389
C 2.61014 -2.21912 8.63441
O 3.48876 -0.04185 6.24769
C 4.16886 0.32408 7.45391
H -0.60753 -2.77255 7.13001
H -0.19075 -2.51471 5.42024
H 0.92980 -3.39711 6.48719
H 2.06377 -3.14920 8.79942
H 1.97999 -1.38710 8.94564
H 3.51493 -2.22584 9.24235
H 4.88442 -0.45270 7.71853
H 3.47676 0.49291 8.27650
H 4.70002 1.25113 7.25469
C -0.54173 2.40384 9.15913
O -0.93224 2.74967 7.82063
P 0.26382 2.85764 6.77196
O 1.25065 1.79990 6.99013
O 0.82203 4.30973 7.29468
C -0.04574 5.33456 7.78254
O 0.28661 3.21698 5.23071
C -0.17332 4.47929 4.71622
H -1.37821 2.67687 9.79785
H -0.35983 1.33464 9.23198
H 0.34654 2.95650 9.46146
H 0.06783 5.42164 8.86378
H -1.09270 5.13899 7.55832
H 0.24753 6.27520 7.31806
H 0.60401 5.22745 4.85319
H -1.09452 4.80584 5.19373
H -0.36047 4.34148 3.65538
```

The maximum force comes out at 0.08865 Eh/bohr. The structure (SMILES) is CCCNCOC(=O)[C@H](C)CC.COP(=O)(OC)OC.COP(=O)(OC)OC.COP(=O)(OC)OC.COP(=O)(OC)OC. The calculation puts the HOMO energy at -9.4 eV. The calculation puts the HOMO-LUMO gap at 9.87 eV. The lowest unoccupied orbital energy is 0.44 eV.


# 2
Entry from OMol25: a structure of composition C21H56AlN4O6 (ωB97M-V with the def2-TZVPD basis set).

The geometry in XYZ format:
```
88
C21H56AlN4O6 ωB97M-V with the def2-TZVPD basis set
C 1.59900 5.97898 -2.37058
C 0.61688 4.83088 -2.95909
C 0.94829 3.44914 -2.22364
O 1.64324 2.62983 -2.83159
O 0.45045 3.32134 -0.92452
C 0.77983 2.04393 -0.31412
C 2.15660 2.09221 0.54063
Al 3.82914 1.60208 -0.56188
H 2.48848 6.09968 -3.06811
H 2.02770 5.68830 -1.36041
H 0.98429 6.93199 -2.28995
H 0.79885 4.76968 -4.08555
H -0.47392 5.08450 -2.72686
H 0.73276 1.15483 -1.01809
H -0.03975 1.85612 0.47188
H 2.05114 1.37462 1.43582
H 2.29460 3.13044 1.02012
H 3.35173 0.49029 -1.63733
H 5.06347 1.12157 0.32616
H 4.17867 2.92353 -1.42939
C 1.73313 -3.03577 -5.14701
C 1.14675 -3.28574 -3.76078
C -0.09185 -2.41964 -3.45113
O 0.20554 -1.06979 -3.13152
C 0.40796 -0.22485 -4.25267
N 2.20059 -3.09754 -2.75626
H 2.29551 -2.10301 -5.20323
H 2.42302 -3.84036 -5.41689
H 0.94604 -3.00558 -5.90636
H 0.82803 -4.33424 -3.72941
H -0.57493 -2.83234 -2.55866
H -0.83453 -2.47414 -4.25806
H -0.23028 -0.49921 -5.09896
H 1.45881 -0.23637 -4.54701
H 0.16519 0.79508 -3.95083
H 1.83087 -3.35661 -1.84384
H 2.36646 -2.09280 -2.67213
C 0.38229 8.73119 1.84878
C 0.13752 7.25866 1.53163
C -0.18408 6.40671 2.77635
O 0.94651 6.09255 3.58068
C 1.32712 7.11458 4.48399
N 1.29428 6.73085 0.79971
H 1.36121 8.90757 2.29695
H 0.33932 9.32768 0.93339
H -0.37986 9.11751 2.53204
H -0.73488 7.21143 0.87056
H -0.57398 5.44377 2.43188
H -0.97675 6.86302 3.38301
H 0.46526 7.66734 4.86919
H 2.03459 7.79610 4.00658
H 1.84158 6.64467 5.32480
H 1.08754 5.77686 0.50758
H 2.05254 6.61739 1.47276
C -2.38979 -8.08545 -0.28419
C -2.77910 -6.65197 -0.63317
C -1.80276 -5.96877 -1.61075
O -0.58257 -5.54064 -1.01435
C 0.39406 -6.56014 -0.88330
N -2.92310 -5.88063 0.60682
H -1.55610 -8.13557 0.41762
H -3.23149 -8.60287 0.18409
H -2.11381 -8.64660 -1.18154
H -3.75704 -6.69461 -1.12499
H -2.28298 -5.05748 -1.98203
H -1.60708 -6.59496 -2.49008
H 0.36005 -7.27361 -1.71141
H 0.27362 -7.07731 0.07110
H 1.37671 -6.08427 -0.87557
H -3.27391 -4.95294 0.37608
H -1.98385 -5.70062 0.96150
C -1.14418 -1.74012 4.85291
C -2.33619 -2.66912 4.64292
C -2.26464 -3.47590 3.33074
O -2.58583 -2.72467 2.16363
C -1.50970 -1.95142 1.64925
N -3.57352 -1.88260 4.72596
H -1.19291 -0.84610 4.23006
H -1.10616 -1.40218 5.89200
H -0.20356 -2.25415 4.63730
H -2.33332 -3.38944 5.46837
H -3.01646 -4.27051 3.38370
H -1.29457 -3.97546 3.21697
H -0.54404 -2.44519 1.78607
H -1.50095 -0.96263 2.11157
H -1.67817 -1.81060 0.57994
H -4.36772 -2.51772 4.68043
H -3.64693 -1.34269 3.86372
```

As for the charge: -1. The maximum force comes out at 0.06030 Eh/bohr. The calculation puts the HOMO energy at -4.6 eV. The calculation puts the HOMO-LUMO gap at 6.90 eV. The lowest unoccupied orbital energy is 2.31 eV.


# 3
Entry from OMol25: a cluster of 11 separate species, C21H56F20N8O11P3S2 in total (ωB97M-V with the def2-TZVPD basis set).

The geometry in XYZ format:
```
121
C21H56F20N8O11P3S2 ωB97M-V with the def2-TZVPD basis set
C 4.00633 -0.23376 1.57600
C 4.51721 1.05690 1.09603
O 5.73927 1.33560 1.09980
N 3.51329 2.02892 0.50229
H 2.96228 1.72044 -0.28595
H 2.72018 2.05842 1.12695
C 3.90219 3.57276 0.46585
H 3.27168 -0.00428 2.34784
H 4.78795 -0.84999 2.02032
H 3.38248 -0.72402 0.82863
H 3.02827 4.15019 0.16429
H 4.55285 3.81738 -0.37373
H 4.33311 3.85298 1.42704
C 0.43087 4.08194 -2.60603
C -0.62720 5.06602 -2.85516
O -1.49696 5.24454 -2.03895
N -0.73079 5.67138 -4.26262
H -0.51342 6.65760 -4.24800
H -0.02196 5.34730 -4.90499
C -2.17608 5.39216 -4.83140
H 0.93816 4.26723 -1.65923
H 1.34997 4.17040 -3.18527
H -0.04918 3.11378 -2.46343
H -2.92725 5.92740 -4.25059
H -2.18241 4.30240 -4.85363
H -2.14474 5.93580 -5.77564
C 5.02838 -6.16902 0.29237
C 3.75441 -5.38118 0.55044
O 3.78824 -4.19532 0.74485
N 2.41735 -6.14968 0.53574
H 2.26466 -6.51427 -0.39370
H 2.54705 -6.96517 1.11734
C 1.21297 -5.19735 0.78180
H 5.91545 -5.64073 0.64183
H 5.15767 -6.46434 -0.74886
H 5.11765 -7.06693 0.90384
H 0.55542 -5.96763 1.18479
H 1.02676 -4.74486 -0.19220
H 1.46271 -4.42604 1.51037
C -0.88426 -4.65990 -3.55942
C -0.04511 -4.77425 -4.75906
O 0.53951 -3.82281 -5.25147
N 0.11862 -6.16314 -5.33459
H 1.06019 -6.52744 -5.30577
H -0.47508 -6.70678 -4.72463
C -0.37334 -6.29013 -6.79364
H -0.89234 -3.59317 -3.33558
H -0.52464 -5.08653 -2.62306
H -1.90909 -4.87748 -3.86023
H -0.44512 -7.36938 -6.92838
H 0.51359 -5.84948 -7.24892
H -1.31456 -5.74585 -6.87080
C -2.89741 -2.58064 4.30214
C -2.48765 -1.15894 4.14830
O -3.18186 -0.20942 4.55929
N -1.08155 -0.97681 3.45528
H -0.47912 -1.78656 3.41671
H -1.21140 -0.76909 2.47544
C -0.26187 0.18105 4.06484
H -2.21437 -3.03645 5.01894
H -2.74212 -3.17023 3.39861
H -3.96110 -2.64310 4.53183
H 0.68166 0.20563 3.51965
H -0.08915 0.03713 5.13140
H -0.76996 1.13376 3.91553
C -2.73207 4.16981 1.11592
C -3.06621 5.66845 0.92045
O -4.19784 6.04555 0.59545
N -1.87954 6.66444 1.16347
H -2.10154 7.05635 2.06748
H -1.05676 6.08319 1.23624
C -1.67863 7.73840 0.12760
H -1.76667 3.96659 0.65244
H -3.51178 3.51893 0.72032
H -2.45351 4.02479 2.15970
H -0.74260 8.29034 0.21306
H -2.54931 8.39037 0.19801
H -1.66417 7.29395 -0.86757
C -3.63635 -1.04108 -1.99157
C -4.42297 -1.60978 -0.80991
O -5.38056 -2.36927 -0.87491
N -4.07671 -0.95017 0.55243
H -4.21531 -1.72667 1.18326
H -3.07855 -0.80389 0.60129
C -4.97890 0.19277 1.02027
H -4.30334 -0.61032 -2.73834
H -3.14613 -1.92060 -2.40900
H -3.00482 -0.19277 -1.72769
H -4.75899 0.56806 2.01972
H -5.99984 -0.18865 1.03711
H -4.92854 1.02000 0.31228
P 0.86388 -3.56239 5.22933
F 1.75418 -4.67052 4.53713
F 1.95442 -2.48580 4.66757
F -0.01542 -3.36638 3.85919
F 0.13589 -2.30027 5.97622
F -0.08217 -4.69094 5.89509
F 1.99935 -3.85772 6.38205
P 2.99050 0.75056 -2.93380
F 3.66888 0.24047 -4.31286
F 3.77390 -0.25043 -1.95241
F 4.15947 1.84773 -2.42338
F 2.01655 1.23368 -1.71782
F 2.33776 1.95002 -3.78466
F 1.75629 -0.33595 -3.23199
P 1.03328 4.16828 2.68676
F -0.00604 5.43484 2.72959
F -0.16938 3.18252 3.19425
F 0.60443 3.91429 1.02653
F 2.10337 2.91355 2.58214
F 2.20168 5.12685 2.09120
F 1.46156 4.41029 4.31200
N -1.38670 -0.65447 0.78850
S -0.72236 0.61229 0.23083
O -0.84813 0.97575 -1.16344
O 0.46220 1.06481 0.88847
F -1.86689 1.55533 0.87081
S -0.26504 -1.73578 0.19902
O 1.17183 -1.50000 0.44505
O -0.63638 -2.20616 -1.16862
F -0.60603 -2.88021 1.28853
```

As for the charge: +3. The maximum force comes out at 0.17436 Eh/bohr. The calculation puts the HOMO energy at -15.8 eV. The energy relative to the best compared isomer or geometry (same formula, charge and spin) is 15.8 kcal per mole. The calculation puts the HOMO-LUMO gap at 8.45 eV. The lowest unoccupied orbital energy is -7.32 eV.